Below is C41H55N3O4P3PtSi2Te as an isolated structure, with properties calculated with ωB97M-V/def2-TZVPD.

Cartesian coordinates (Å):
1 Pt 0.719 -0.395 -0.289
2 C 2.479 0.936 4.283
3 Si 2.337 -0.413 2.987
4 C 4.090 -0.756 2.372
5 C 1.537 -1.901 3.772
6 N 1.418 0.228 1.640
7 P 0.349 1.438 1.676
8 C -0.550 0.893 0.288
9 P -1.187 1.279 -1.276
10 N -0.257 0.260 -2.115
11 Si -0.388 -0.341 -3.757
12 C -2.010 -1.208 -4.105
13 C -0.256 1.135 -4.902
14 C 1.011 -1.546 -4.102
15 C -0.953 3.000 -1.749
16 C -1.922 3.970 -1.503
17 C -1.673 5.296 -1.830
18 C -0.457 5.655 -2.391
19 C 0.521 4.694 -2.619
20 C 0.275 3.371 -2.297
21 C -2.955 0.970 -1.296
22 C -3.533 0.242 -0.259
23 C -4.893 -0.032 -0.285
24 C -5.670 0.404 -1.347
25 C -5.094 1.117 -2.394
26 C -3.740 1.401 -2.368
27 C -0.620 1.642 3.165
28 C -1.501 0.607 3.487
29 C -2.244 0.681 4.654
30 C -2.112 1.779 5.495
31 C -1.232 2.806 5.178
32 C -0.482 2.740 4.015
33 C 1.083 3.035 1.278
34 C 2.438 3.100 0.969
35 C 3.006 4.312 0.601
36 C 2.221 5.454 0.535
37 C 0.865 5.390 0.831
38 C 0.294 4.182 1.199
39 H 3.261 0.656 4.995
40 H 1.554 1.069 4.848
41 H 2.763 1.903 3.854
42 H 4.503 -1.715 2.710
43 H 4.764 0.013 2.763
44 H 4.151 -0.718 1.281
45 H 2.217 -2.377 4.487
46 H 1.198 -2.641 3.046
47 H 0.649 -1.579 4.325
48 H -2.885 -0.613 -3.838
49 H -2.067 -2.151 -3.557
50 H -2.076 -1.435 -5.176
51 H -1.050 1.868 -4.721
52 H -0.336 0.817 -5.946
53 H 0.701 1.652 -4.778
54 H 1.632 -1.763 -3.231
55 H 1.669 -1.155 -4.885
56 H 0.603 -2.496 -4.461
57 H -2.874 3.690 -1.068
58 H -2.433 6.046 -1.653
59 H -0.268 6.689 -2.653
60 H 1.472 4.979 -3.052
61 H 1.022 2.608 -2.483
62 H -2.918 -0.116 0.561
63 H -5.342 -0.592 0.525
64 H -6.732 0.188 -1.364
65 H -5.702 1.452 -3.224
66 H -3.292 1.965 -3.181
67 H -1.588 -0.260 2.841
68 H -2.923 -0.123 4.908
69 H -2.694 1.834 6.406
70 H -1.125 3.654 5.841
71 H 0.221 3.529 3.781
72 H 3.037 2.198 1.025
73 H 4.063 4.366 0.374
74 H 2.667 6.401 0.255
75 H 0.252 6.281 0.773
76 H -0.765 4.135 1.429
77 O 2.436 -3.054 0.995
78 C 3.194 -3.287 -0.162
79 C 3.586 -2.045 -0.936
80 C 4.841 -2.040 -1.539
81 C 5.257 -0.959 -2.288
82 C 4.401 0.123 -2.413
83 C 3.173 0.054 -1.795
84 N 2.752 -1.002 -1.074
85 H 3.033 -2.888 1.733
86 H 2.595 -3.922 -0.816
87 H 4.110 -3.834 0.068
88 H 5.489 -2.896 -1.400
89 H 6.233 -0.956 -2.757
90 H 4.672 1.004 -2.980
91 H 2.470 0.874 -1.882
92 C -4.151 -3.323 -1.243
93 C -3.276 -4.288 -0.484
94 O -2.831 -3.690 0.752
95 P -1.341 -3.284 1.131
96 O -1.298 -2.137 2.056
97 Te -0.170 -2.820 -0.965
98 O -0.681 -4.576 1.773
99 C -0.672 -5.848 1.101
100 C 0.154 -6.804 1.925
101 H -4.504 -3.788 -2.166
102 H -3.596 -2.419 -1.496
103 H -5.016 -3.043 -0.641
104 H -2.417 -4.596 -1.085
105 H -3.822 -5.187 -0.203
106 H -0.240 -5.718 0.104
107 H -1.700 -6.201 0.997
108 H 1.174 -6.434 2.027
109 H 0.182 -7.782 1.442
110 H -0.276 -6.919 2.920

Its strongest force on any atom is 0.48 eV/A. Its calculated total energy is -110232.437 eV. As for the spin multiplicity: 1. The highest occupied orbital energy (spin up / spin down) comes out at -0.3654 / -0.3625 hartree. The orbital gap (spin up / spin down) comes out at 6.12 / 6.14 eV. Its total charge is +1.

=====

Below is a 5-piece molecular cluster, C41H57F5N6O3S overall in a non-equilibrium geometry, with properties calculated with ωB97M-V/def2-TZVPD.

Cartesian coordinates (Å):
1 C 1.997 5.070 -3.961
2 O 3.242 4.692 -3.212
3 C 2.764 3.693 -2.242
4 C 3.936 2.800 -1.524
5 C 3.613 1.160 -1.562
6 C 3.049 0.611 -0.101
7 C 1.743 -0.385 -0.242
8 C 0.327 0.336 0.281
9 C -0.067 1.741 -0.459
10 C -1.502 2.453 0.012
11 C -2.444 1.730 1.170
12 C -2.023 0.315 1.955
13 C -2.960 -0.372 3.111
14 F -3.639 0.630 4.016
15 F -2.224 -1.265 4.061
16 C -4.099 -1.367 2.395
17 F -3.866 -2.777 2.886
18 F -5.489 -1.030 2.853
19 F -4.065 -1.317 0.911
20 C -0.587 -0.401 1.476
21 N -0.026 -1.677 1.985
22 C -0.810 -2.912 1.785
23 C 0.918 -1.616 3.120
24 C 2.461 -2.207 2.855
25 O 0.732 -1.096 4.349
26 S -4.075 2.662 1.528
27 C -4.524 3.386 -0.153
28 C -6.045 3.614 -0.729
29 C -6.345 4.313 -2.219
30 C -5.080 4.789 -3.192
31 C -5.249 5.507 -4.660
32 O -3.961 6.058 -5.197
33 C -3.256 5.016 -5.978
34 C -3.570 4.548 -2.599
35 C -3.277 3.862 -1.104
36 N -1.829 3.760 -0.690
37 H 2.138 6.034 -4.609
38 H 1.127 5.234 -3.159
39 H 1.632 4.144 -4.614
40 H 2.035 4.149 -1.418
41 H 2.087 2.928 -2.854
42 H 3.928 3.080 -0.372
43 H 5.002 2.935 -2.012
44 H 2.907 0.911 -2.463
45 H 4.640 0.589 -1.754
46 H 2.724 1.504 0.596
47 H 3.922 0.022 0.412
48 H 1.898 -1.459 0.196
49 H 1.578 -0.535 -1.415
50 H 0.588 2.227 -1.298
51 H -0.212 -3.824 1.301
52 H -1.722 -2.690 1.066
53 H -1.274 -3.303 2.803
54 H 2.481 -2.909 1.913
55 H 3.115 -1.229 2.650
56 H 2.869 -2.695 3.837
57 H -6.983 3.304 -0.076
58 H -7.458 4.490 -2.579
59 H -5.620 4.699 -5.429
60 H -5.982 6.438 -4.600
61 H -3.469 3.980 -5.426
62 H -2.082 5.204 -5.892
63 H -3.610 4.954 -7.106
64 H -2.645 4.894 -3.248
65 H -1.170 3.929 -1.506
66 C 2.537 -7.201 1.112
67 C 1.287 -8.039 0.866
68 C 0.576 -7.678 -0.440
69 C 0.138 -6.223 -0.400
70 N -0.226 -5.016 -0.368
71 H 2.298 -6.137 1.213
72 H 3.028 -7.512 2.040
73 H 3.255 -7.316 0.291
74 H 0.601 -7.909 1.712
75 H 1.569 -9.098 0.840
76 H -0.304 -8.315 -0.576
77 H 1.242 -7.831 -1.296
78 C -0.485 -10.609 3.306
79 C -1.667 -11.470 2.875
80 C -1.444 -12.155 1.526
81 C -1.237 -11.107 0.445
82 N -1.065 -10.237 -0.451
83 H -0.306 -9.787 2.606
84 H -0.677 -10.163 4.287
85 H 0.431 -11.207 3.377
86 H -2.565 -10.841 2.829
87 H -1.848 -12.234 3.639
88 H -2.312 -12.770 1.268
89 H -0.565 -12.809 1.567
90 C 4.934 1.012 6.112
91 C 3.582 0.552 6.646
92 C 3.637 -0.833 7.293
93 C 4.085 -1.861 6.267
94 N 4.457 -2.714 5.416
95 H 5.302 0.352 5.320
96 H 4.853 2.017 5.686
97 H 5.683 1.041 6.912
98 H 2.857 0.549 5.823
99 H 3.226 1.278 7.386
100 H 2.648 -1.111 7.672
101 H 4.337 -0.837 8.136
102 C 0.962 10.466 -5.844
103 C -0.391 10.006 -5.310
104 C -0.336 8.620 -4.663
105 C 0.113 7.592 -5.689
106 N 0.484 6.739 -6.540
107 H 1.329 9.806 -6.637
108 H 0.880 11.470 -6.270
109 H 1.710 10.494 -5.044
110 H -1.115 10.003 -6.134
111 H -0.747 10.732 -4.571
112 H -1.325 8.343 -4.284
113 H 0.364 8.617 -3.820

Its strongest force on any atom is 10.31 eV/A. Its calculated total energy is -82918.463 eV. As for the spin multiplicity: 1. The highest occupied orbital energy comes out at -0.2780 hartree. The orbital gap comes out at 6.95 eV.

=====

Below is a 9-piece molecular cluster, C41H57N3O23 overall in a non-equilibrium geometry, with properties calculated with ωB97M-V/def2-TZVPD.

Cartesian coordinates (Å):
1 O -0.066 -1.836 -2.830
2 C 0.371 -1.440 -1.745
3 C 0.205 -2.237 -0.545
4 C 0.654 -1.865 0.670
5 O 0.435 -2.729 1.699
6 C 1.431 -0.671 0.976
7 O 1.868 -0.453 2.099
8 C 1.660 0.124 -0.251
9 C 1.156 -0.228 -1.443
10 O 1.312 0.646 -2.416
11 H -0.329 -3.165 -0.688
12 H 0.810 -2.439 2.533
13 H 2.226 1.039 -0.148
14 H 0.825 0.281 -3.158
15 O 7.018 1.185 -6.443
16 C 7.358 2.096 -5.657
17 C 7.439 3.479 -6.029
18 C 7.525 4.527 -5.174
19 O 7.418 5.795 -5.594
20 C 7.688 4.393 -3.716
21 O 7.886 5.324 -2.945
22 C 7.712 2.928 -3.271
23 C 7.579 1.936 -4.213
24 O 7.427 0.630 -3.757
25 H 7.349 3.676 -7.087
26 H 7.794 6.300 -4.869
27 H 7.663 2.601 -2.243
28 H 7.833 0.523 -2.894
29 O 1.296 -1.764 15.418
30 C 1.105 -1.846 14.245
31 C 0.051 -2.666 13.710
32 C -0.196 -2.943 12.447
33 O -1.295 -3.669 12.093
34 C 0.536 -2.362 11.284
35 O 0.446 -2.477 10.059
36 C 1.594 -1.473 11.748
37 C 1.816 -1.187 13.083
38 O 2.920 -0.450 13.355
39 H -0.743 -3.085 14.311
40 H -1.178 -4.100 11.244
41 H 2.364 -1.045 11.123
42 H 3.090 -0.430 14.300
43 O 0.463 8.598 -0.077
44 C 0.540 8.521 -1.278
45 C 1.541 9.274 -2.054
46 C 1.584 9.225 -3.374
47 O 2.503 10.049 -3.939
48 C 0.821 8.270 -4.250
49 O 1.017 8.161 -5.442
50 C -0.168 7.536 -3.524
51 C -0.243 7.567 -2.149
52 O -1.217 6.836 -1.538
53 H 2.138 10.028 -1.562
54 H 2.610 9.896 -4.881
55 H -0.817 6.873 -4.076
56 H -1.115 7.108 -0.623
57 C -4.922 3.072 -11.485
58 N -3.492 2.859 -11.318
59 C -2.598 3.664 -12.099
60 C -3.108 2.265 -10.185
61 O -1.966 2.253 -9.917
62 H -5.537 2.511 -10.780
63 H -5.124 2.773 -12.513
64 H -5.107 4.144 -11.422
65 H -2.848 4.689 -11.826
66 H -1.537 3.600 -11.856
67 H -2.644 3.636 -13.187
68 H -3.987 1.925 -9.615
69 C -1.902 -6.768 -10.552
70 N -0.522 -7.149 -10.876
71 C -0.367 -8.342 -11.638
72 C 0.475 -6.375 -10.567
73 O 1.663 -6.596 -10.947
74 H -2.411 -6.467 -11.467
75 H -1.889 -5.855 -9.958
76 H -2.513 -7.507 -10.034
77 H 0.676 -8.636 -11.753
78 H -0.990 -9.211 -11.425
79 H -0.807 -8.130 -12.613
80 H 0.245 -5.488 -9.957
81 C -4.353 -12.355 4.531
82 N -3.653 -11.134 5.171
83 C -2.513 -10.675 4.390
84 C -4.113 -10.295 6.200
85 O -3.579 -9.273 6.565
86 H -3.654 -13.135 4.229
87 H -4.879 -12.016 3.638
88 H -5.044 -12.780 5.260
89 H -1.767 -11.409 4.087
90 H -2.924 -10.316 3.446
91 H -1.985 -9.838 4.846
92 H -5.031 -10.674 6.675
93 C 5.641 6.795 6.061
94 O 5.697 7.057 7.461
95 C 5.475 5.988 8.298
96 C 5.632 6.402 9.720
97 O 4.566 7.304 9.930
98 C 4.638 7.844 11.227
99 H 5.984 7.746 5.653
100 H 4.634 6.635 5.676
101 H 6.400 6.103 5.697
102 H 6.150 5.154 8.107
103 H 4.516 5.510 8.095
104 H 6.649 6.790 9.784
105 H 5.481 5.576 10.415
106 H 4.627 7.125 12.047
107 H 3.820 8.537 11.424
108 H 5.534 8.446 11.377
109 C -7.469 -0.741 0.316
110 O -8.709 -1.272 0.866
111 C -9.552 -2.007 -0.027
112 C -8.788 -3.229 -0.651
113 O -8.091 -4.016 0.334
114 C -7.278 -5.076 -0.140
115 H -6.928 -0.087 1.000
116 H -7.698 -0.161 -0.578
117 H -6.780 -1.554 0.089
118 H -10.067 -1.456 -0.814
119 H -10.473 -2.329 0.459
120 H -8.064 -2.937 -1.412
121 H -9.460 -3.878 -1.214
122 H -6.869 -4.860 -1.127
123 H -7.776 -6.044 -0.189
124 H -6.448 -5.197 0.556

Its strongest force on any atom is 5.04 eV/A. Its calculated total energy is -94993.254 eV. As for the spin multiplicity: 1. The highest occupied orbital energy comes out at -0.3401 hartree. The orbital gap comes out at 7.41 eV.

=====

Below is C41H58AlBCl4F8N5O8 as an isolated structure in a non-equilibrium geometry, with properties calculated with ωB97M-V/def2-TZVPD.

Cartesian coordinates (Å):
1 C 3.219 -0.574 0.940
2 C 3.354 0.273 -0.322
3 C 3.354 -0.544 -1.633
4 C 4.651 -0.381 -2.437
5 C 2.107 -0.284 -2.433
6 C 1.743 0.988 -2.888
7 C 2.529 2.259 -2.797
8 F 1.588 3.291 -2.696
9 C 3.421 2.557 -4.020
10 C 3.289 1.632 -5.219
11 N 0.565 1.148 -3.515
12 C -0.314 0.164 -3.788
13 C -1.541 0.615 -4.520
14 F -1.194 1.750 -5.247
15 C -2.734 0.892 -3.617
16 C -2.453 0.843 -2.117
17 C -0.021 -1.148 -3.400
18 C -0.971 -2.273 -3.735
19 C -1.325 -3.262 -2.613
20 O -0.736 -4.545 -2.812
21 C 1.203 -1.330 -2.721
22 C 1.626 -2.699 -2.286
23 O 2.188 -3.429 -3.010
24 O 1.325 -2.963 -0.994
25 H 4.206 -0.782 1.332
26 H 2.694 0.000 1.694
27 H 2.661 -1.494 0.780
28 H 4.318 0.770 -0.254
29 H 2.610 1.064 -0.320
30 H 3.363 -1.582 -1.333
31 H 4.542 -0.825 -3.421
32 H 5.410 -0.970 -1.938
33 H 4.972 0.650 -2.500
34 H 3.125 2.294 -1.896
35 H 4.450 2.636 -3.694
36 H 3.141 3.553 -4.346
37 H 2.344 1.765 -5.737
38 H 4.057 1.904 -5.938
39 H 3.464 0.590 -4.988
40 H 0.329 2.089 -3.819
41 H -1.792 -0.155 -5.241
42 H -3.169 1.860 -3.837
43 H -3.495 0.148 -3.837
44 H -3.370 1.082 -1.589
45 H -2.150 -0.136 -1.768
46 H -1.729 1.614 -1.865
47 H -0.529 -2.822 -4.564
48 H -1.904 -1.880 -4.113
49 H -0.957 -2.935 -1.649
50 H -2.402 -3.392 -2.554
51 H -0.859 -4.806 -3.729
52 H 2.157 -3.181 -0.543
53 C -4.854 3.449 -5.853
54 Cl -6.098 2.504 -6.669
55 Cl -5.123 3.530 -4.102
56 H -3.891 2.983 -6.028
57 H -4.863 4.460 -6.241
58 N -4.236 1.070 2.892
59 C -4.597 2.383 2.863
60 C -3.681 3.062 2.071
61 C -2.751 2.121 1.613
62 C -3.117 0.888 2.136
63 H -4.720 0.345 3.393
64 H -5.462 2.734 3.399
65 H -3.698 4.117 1.859
66 H -1.905 2.305 0.974
67 H -2.674 -0.088 2.028
68 B 6.850 0.411 1.958
69 F 6.414 -0.052 0.671
70 F 5.687 0.583 2.747
71 F 7.684 -0.541 2.538
72 F 7.506 1.634 1.808
73 C -0.187 3.722 -6.831
74 O 0.934 3.606 -6.308
75 O -0.401 3.471 -8.067
76 O -1.144 4.343 -6.296
77 C -0.418 -5.452 1.155
78 O -0.229 -4.441 1.822
79 N 0.267 -5.667 0.003
80 N -1.306 -6.422 1.523
81 H 0.161 -6.477 -0.578
82 H 0.921 -4.957 -0.262
83 H -1.810 -6.287 2.378
84 H -1.464 -7.257 0.992
85 Al 1.252 4.940 -8.409
86 F -3.564 -1.680 -0.630
87 C -4.481 -2.299 0.157
88 C -5.814 -1.987 -0.005
89 C -6.746 -2.620 0.806
90 C -6.332 -3.537 1.762
91 C -4.982 -3.827 1.906
92 C -4.038 -3.209 1.095
93 H -6.114 -1.264 -0.752
94 H -7.797 -2.395 0.689
95 H -7.062 -4.025 2.393
96 H -4.656 -4.539 2.652
97 H -2.981 -3.432 1.189
98 C 0.626 -2.424 4.215
99 C 1.191 -1.715 5.422
100 O 2.265 -2.031 5.903
101 N 0.459 -0.693 5.956
102 C -0.823 -0.193 5.511
103 H 1.333 -3.191 3.922
104 H -0.331 -2.898 4.432
105 H 0.500 -1.731 3.382
106 H 0.891 -0.255 6.753
107 H -0.746 0.862 5.232
108 H -1.567 -0.283 6.306
109 H -1.165 -0.757 4.652
110 F 7.093 0.785 9.754
111 C 5.796 0.855 9.492
112 C 5.248 -0.029 8.565
113 C 3.898 0.048 8.301
114 C 3.113 1.005 8.953
115 C 3.685 1.885 9.877
116 C 5.032 1.813 10.156
117 H 5.883 -0.752 8.072
118 H 3.453 -0.635 7.587
119 H 2.054 1.067 8.743
120 H 3.073 2.624 10.375
121 H 5.502 2.475 10.870
122 C -4.278 7.528 -3.729
123 Cl -4.975 9.078 -4.193
124 Cl -3.376 6.777 -5.057
125 H -3.595 7.686 -2.903
126 H -5.079 6.856 -3.443

Its strongest force on any atom is 1.97 eV/A. Its calculated total energy is -146385.363 eV. As for the spin multiplicity: 1. The highest occupied orbital energy comes out at -0.3816 hartree. The orbital gap comes out at 0.94 eV. Its total charge is +1.